No. 1
# C12H10Br12F7INO6S2

C12H10Br12F7INO6S2 as an isolated structure (ωB97M-V/def2-TZVPD, OMol25).

## Properties
- E_tot: -915683.35686 eV
- HOMO: -6.07 eV
- Maximum force: 3.5 eV Å⁻¹

ORCA input file:
```
! wB97M-V def2-TZVPD RIJCOSX def2/J DEFGRID3
* xyz -1 1
O 5.714 0.436 -1.904
C 4.560 0.501 -2.204
O 3.969 1.686 -2.522
C 3.664 -0.701 -2.218
C 3.337 -1.039 -0.737
N 2.014 -1.640 -0.675
S 1.985 -3.289 -1.136
C 1.185 -1.122 0.369
I -0.814 -2.014 0.190
C 0.957 0.422 0.149
O 1.302 0.886 -0.946
O 0.413 1.022 1.098
S 1.658 -1.574 2.117
O 0.546 -1.229 2.953
O 1.937 -2.983 2.236
C 3.036 -0.537 2.850
F 2.923 0.743 2.469
F 2.815 -0.560 4.172
C 4.534 -0.941 2.640
F 5.209 -0.363 3.668
F 5.057 -0.406 1.529
C 4.921 -2.443 2.696
F 6.262 -2.488 2.854
F 4.651 -3.081 1.564
F 4.390 -3.053 3.751
H 3.587 2.085 -1.730
H 4.104 -1.540 -2.746
H 2.739 -0.394 -2.691
H 3.372 -0.095 -0.211
H 4.131 -1.703 -0.404
H 1.697 -3.983 -0.018
C -3.578 1.153 -1.445
Br -3.759 2.413 -2.897
Br -4.195 -0.608 -1.964
Br -1.808 1.111 -0.736
H -4.236 1.493 -0.653
C -6.586 2.615 -6.278
Br -5.924 0.825 -6.062
Br -5.173 3.913 -6.161
Br -7.599 2.814 -7.906
H -7.262 2.807 -5.458
C -3.511 4.079 2.119
Br -2.038 2.982 1.552
Br -3.682 5.663 1.025
Br -5.157 3.080 2.156
H -3.321 4.415 3.128
C -5.601 -1.959 2.564
Br -6.303 -0.418 3.475
Br -6.730 -2.484 1.091
Br -3.771 -1.732 2.009
H -5.617 -2.770 3.277
*
```

=====

No. 2
# C12H10CaF6NO6

C12H10CaF6NO6 as an isolated structure (ωB97M-V/def2-TZVPD, OMol25).

## Properties
- E_tot: -61132.49246 eV
- HOMO: -5.12 eV
- Maximum force: 1.5 eV Å⁻¹

ORCA input file:
```
! wB97M-V def2-TZVPD RIJCOSX def2/J DEFGRID3
* xyz -1 1
Ca 1.085 -0.648 0.689
O 0.154 -0.425 3.684
C 1.230 -0.725 3.169
O 1.421 -1.831 2.508
C 2.348 0.369 2.970
O 3.012 0.772 3.906
O 2.383 0.737 1.731
O -0.894 -1.936 1.044
C -2.028 -1.200 1.456
C -1.890 0.314 1.404
C -2.976 1.111 1.754
C -2.820 2.482 1.767
C -1.589 3.032 1.436
C -0.568 2.173 1.084
N -0.726 0.847 1.054
H -0.277 -2.054 1.811
H -2.301 -1.466 2.480
H -2.850 -1.487 0.795
H -3.919 0.652 2.026
H -3.649 3.122 2.044
H -1.419 4.099 1.460
H 0.422 2.534 0.832
C 2.280 -1.423 -3.543
C 1.273 -0.892 -2.511
O 1.596 -1.237 -1.250
C 1.236 0.663 -2.655
F 2.348 1.196 -2.134
F 1.160 1.099 -3.928
F 0.204 1.232 -1.999
C -0.124 -1.457 -2.857
F -0.577 -1.044 -4.064
F -1.065 -1.126 -1.962
F -0.094 -2.797 -2.901
H 3.260 -1.023 -3.285
H 2.037 -1.157 -4.570
H 2.318 -2.507 -3.445
*
```

=====

No. 3
# C12H10CdClF3O2

C12H10CdClF3O2 as an isolated structure (ωB97M-V/def2-TZVPD, OMol25).

## Properties
- Energy relative to the best compared isomer or geometry (same formula, charge and spin): 0.0 kJ/mol
- E_tot: -41940.84812 eV
- HOMO: -0.44 eV
- Maximum force: 1.7 eV Å⁻¹

ORCA input file:
```
! wB97M-V def2-TZVPD RIJCOSX def2/J DEFGRID3
* xyz -2 1
C -2.399 -1.817 2.194
C -2.450 -1.659 0.765
C -2.396 -0.245 0.478
H -2.705 -2.441 0.048
C -2.289 0.450 1.726
C -2.286 -0.520 2.777
H -2.308 -0.303 3.841
H -2.522 -2.749 2.739
H -2.577 0.215 -0.493
H -2.339 1.528 1.857
Cd 0.218 -1.084 1.093
Cl 1.051 -2.286 2.963
C 2.381 -0.332 -3.326
C 1.778 0.960 -3.446
C 0.513 0.798 -4.095
H 2.218 1.907 -3.126
C 0.334 -0.594 -4.375
C 1.489 -1.292 -3.901
H 1.671 -2.365 -3.993
H 3.367 -0.541 -2.903
H -0.181 1.600 -4.361
H -0.521 -1.039 -4.890
F 2.240 1.421 4.077
C 1.216 1.705 3.218
F 0.180 0.870 3.519
F 0.786 2.982 3.468
C 1.729 1.619 1.730
O 2.662 2.383 1.526
O 1.139 0.832 0.890
*
```

=====

No. 4
# C12H10ClF5V

C12H10ClF5V as an isolated structure (ωB97M-V/def2-TZVPD, OMol25).

## Properties
- Energy relative to the best compared isomer or geometry (same formula, charge and spin): 6.5 kJ/mol
- E_tot: -64403.48769 eV
- HOMO (alpha / beta): -2.48 / -2.48 eV
- Maximum force: 2.2 eV Å⁻¹

ORCA input file:
```
! wB97M-V def2-TZVPD RIJCOSX def2/J DEFGRID3
* xyz -1 3
C -1.462 0.193 3.471
C -2.110 0.250 2.215
C -1.529 1.312 1.482
H -2.906 -0.394 1.881
C -0.503 1.881 2.269
C -0.473 1.192 3.501
H 0.231 1.356 4.299
H -1.640 -0.539 4.240
H -1.778 1.590 0.473
H 0.148 2.686 1.975
V 0.090 -0.318 1.775
Cl 1.244 -1.738 3.048
C 0.111 -1.911 -3.546
C 0.244 -0.549 -3.883
C -1.048 0.008 -3.963
H 1.177 -0.022 -4.053
C -1.980 -1.009 -3.674
C -1.264 -2.195 -3.417
H -1.695 -3.158 -3.163
H 0.923 -2.616 -3.409
H -1.284 1.040 -4.204
H -3.059 -0.898 -3.654
F 1.455 0.911 -0.467
C 1.850 0.106 0.586
F 2.330 -1.085 0.072
C 2.967 0.811 1.362
F 4.025 1.072 0.509
F 2.511 2.006 1.880
F 3.422 0.018 2.396
*
```